No. 1
14
Properties=species:S:1:pos:R:3 method="wB97M-V/def2-TZVPD" total_charge=0 homo_lumo_gap_ev=8.605 e_above_lowest_ev=3.091 e_homo_ev=-7.81
C -0.79 2.41 -0.67
C 0.07 1.34 -0.64
C -0.34 0.04 -0.41
C 0.49 -0.82 0.32
O 1.82 -0.74 0.30
C -0.12 -2.12 0.84
H -0.59 3.40 -0.81
H -1.86 2.52 -0.36
H 1.15 1.44 -1.09
H -1.35 -0.29 -0.60
H 2.10 0.23 0.41
H -0.81 -2.01 1.63
H 0.89 -2.64 1.14
H -0.64 -2.76 -0.06

No. 2
14
Properties=species:S:1:pos:R:3 method="wB97M-V/def2-TZVPD" total_charge=0 homo_lumo_gap_ev=10.028 e_above_lowest_ev=2.942 e_homo_ev=-9.07
C 0.19 0.00 -2.07
C 0.34 -1.12 -2.78
C -0.56 0.09 1.79
O 0.07 0.97 2.73
C 0.21 0.18 0.48
C -0.35 -0.17 -0.70
H 0.52 1.02 -2.44
H 0.43 -1.99 -2.22
H 0.86 -1.18 -3.70
H -0.70 -0.99 1.95
H -1.43 0.71 1.52
H 0.99 0.73 3.00
H 1.22 0.61 0.62
H -1.44 -0.56 -0.83

No. 3
14
Properties=species:S:1:pos:R:3 method="wB97M-V/def2-TZVPD" total_charge=0 homo_lumo_gap_ev=10.546 e_above_lowest_ev=3.346 e_homo_ev=-9.38
C 1.50 0.57 0.42
C 0.31 0.36 -0.47
C -0.31 -1.02 -0.86
C -1.56 -0.65 -0.05
O -1.09 -0.51 1.28
C -0.92 0.62 0.41
H 1.04 0.94 1.42
H 2.22 1.36 0.16
H 2.09 -0.32 0.65
H 0.32 1.04 -1.34
H 0.23 -1.89 -0.48
H -0.47 -1.13 -1.94
H -2.59 -0.99 -0.21
H -0.76 1.62 1.00

No. 4
14
Properties=species:S:1:pos:R:3 method="wB97M-V/def2-TZVPD" total_charge=0 homo_lumo_gap_ev=9.067 e_above_lowest_ev=4.501 e_homo_ev=-8.04
C 1.43 0.15 0.63
C 0.57 -0.30 -0.63
C -0.35 0.67 -1.31
C -0.68 0.47 0.08
C -1.12 -0.95 0.33
O -0.14 -1.54 -0.53
H 0.98 0.43 1.62
H 2.06 -0.69 0.85
H 1.99 1.04 0.32
H -1.08 0.28 -2.01
H 0.11 1.61 -1.59
H -0.69 1.27 0.82
H -2.15 -1.13 0.05
H -0.93 -1.32 1.35

No. 5
14
Properties=species:S:1:pos:R:3 method="wB97M-V/def2-TZVPD" total_charge=0 homo_lumo_gap_ev=9.061 e_above_lowest_ev=3.994 e_homo_ev=-8.38
C -0.86 -0.89 -0.38
C -1.16 0.49 0.19
C 0.13 1.31 0.23
C 1.43 0.72 0.42
C 1.42 -0.75 0.22
O 0.21 -1.49 0.32
H -1.71 -1.57 -0.27
H -0.63 -0.81 -1.46
H -1.94 0.99 -0.40
H -1.55 0.39 1.21
H 0.01 2.36 0.50
H 0.66 1.38 -0.80
H 2.08 -1.16 0.99
H 1.92 -0.96 -0.75

No. 6
14
Properties=species:S:1:pos:R:3 method="wB97M-V/def2-TZVPD" total_charge=0 homo_lumo_gap_ev=10.196 e_above_lowest_ev=5.056 e_homo_ev=-9.59
C -1.41 -0.12 1.31
C -0.77 0.49 0.32
C 0.61 1.07 0.43
C 1.62 0.35 -0.43
O 1.85 -1.06 -0.11
C 1.29 -0.87 -1.25
H -1.70 -1.90 -2.02
H -2.39 -0.57 1.16
H -0.98 -0.21 2.31
H -1.23 0.54 -0.67
H 0.94 1.07 1.48
H 0.60 2.12 0.10
H 2.55 0.86 -0.65
H -0.96 -1.77 -2.00

No. 7
14
Properties=species:S:1:pos:R:3 method="wB97M-V/def2-TZVPD" total_charge=0 homo_lumo_gap_ev=11.156 e_above_lowest_ev=2.134 e_homo_ev=-10.16
C -1.54 1.08 -0.20
C -1.00 -0.34 -0.03
C 0.44 -0.41 0.48
O 0.69 -1.76 0.84
C 1.44 0.01 -0.51
C 2.34 0.17 -1.30
H -1.50 1.64 0.75
H -2.59 1.06 -0.52
H -0.97 1.64 -0.94
H -1.06 -0.89 -0.97
H -1.59 -0.88 0.70
H 0.53 0.24 1.37
H 1.65 -1.85 0.95
H 3.12 0.27 -2.02

No. 8
14
Properties=species:S:1:pos:R:3 method="wB97M-V/def2-TZVPD" total_charge=0 homo_lumo_gap_ev=8.792 e_above_lowest_ev=4.006 e_homo_ev=-8.23
C -1.66 0.20 0.01
C -0.10 0.47 0.05
C 0.78 0.31 -1.14
C 2.09 -0.43 0.18
O 3.24 -0.25 0.39
C 0.22 -0.65 0.95
H -1.89 -0.64 -0.65
H -2.18 0.00 0.98
H -2.08 1.12 -0.38
H 0.11 1.45 0.51
H 0.88 1.20 -1.80
H 0.60 -0.59 -1.74
H -0.14 -0.51 1.98
H -0.08 -1.62 0.54

No. 9
14
Properties=species:S:1:pos:R:3 method="wB97M-V/def2-TZVPD" total_charge=0 homo_lumo_gap_ev=10.309 e_above_lowest_ev=1.863 e_homo_ev=-9.83
C -1.84 -0.51 -0.10
C -0.40 -0.93 0.06
C 0.64 0.18 -0.07
C 0.44 1.51 -0.01
C 2.15 -0.01 0.01
H -2.34 -1.39 -0.45
H -1.94 0.51 -0.55
H -2.24 -0.39 0.91
H -0.20 -1.74 -0.73
H -0.30 -1.46 1.01
H 1.16 2.37 0.10
H -0.59 1.99 -0.17
H 2.72 0.99 0.04
O 2.73 -1.10 -0.07

No. 10
14
Properties=species:S:1:pos:R:3 method="wB97M-V/def2-TZVPD" total_charge=0 homo_lumo_gap_ev=9.720 e_above_lowest_ev=4.530 e_homo_ev=-8.87
O -0.85 1.89 -0.16
C -0.78 0.70 0.56
C -1.15 -0.58 -0.25
C 0.33 -0.98 -0.39
C 1.55 0.61 -0.35
C 0.67 0.17 0.69
H -0.02 1.92 -0.68
H -1.33 0.82 1.50
H -1.69 -0.40 -1.18
H -1.68 -1.31 0.36
H 0.68 -1.97 -0.10
H 0.73 -0.72 -1.40
H 2.51 0.08 -0.24
H 1.02 -0.23 1.64

No. 11
14
Properties=species:S:1:pos:R:3 method="wB97M-V/def2-TZVPD" total_charge=0 homo_lumo_gap_ev=9.993 e_above_lowest_ev=1.075 e_homo_ev=-8.97
O 2.28 -0.52 0.68
C -0.04 -0.25 -1.21
C -0.69 -1.04 -0.12
C -1.07 0.01 0.89
C -0.70 1.22 0.43
C -0.06 1.06 -0.89
H 1.61 -0.30 1.34
H 0.40 -0.69 -2.10
H -0.03 -1.80 0.31
H -1.58 -1.56 -0.51
H -1.60 -0.19 1.81
H -0.84 2.17 0.93
H 0.35 1.88 -1.48
H 1.99 0.01 -0.08

No. 12
14
Properties=species:S:1:pos:R:3 method="wB97M-V/def2-TZVPD" total_charge=0 homo_lumo_gap_ev=10.806 e_above_lowest_ev=2.418 e_homo_ev=-9.76
C 1.92 -0.58 0.14
C 1.06 -0.23 -1.04
O 0.24 -0.98 -1.52
C -2.19 -0.22 0.08
C -1.23 0.79 0.54
C -0.43 1.61 0.91
H 2.82 -1.09 -0.22
H 2.23 0.32 0.69
H 1.38 -1.25 0.81
H 1.24 0.76 -1.51
H -2.32 -0.16 -1.00
H -1.83 -1.23 0.31
H -3.15 -0.08 0.57
H 0.28 2.34 1.23

No. 13
14
Properties=species:S:1:pos:R:3 method="wB97M-V/def2-TZVPD" total_charge=0 homo_lumo_gap_ev=7.888 e_above_lowest_ev=5.869 e_homo_ev=-7.69
C -1.53 -0.34 0.81
C -0.70 1.07 -0.17
O -0.68 2.17 0.25
C 0.41 0.11 -0.86
C 1.77 0.43 -1.01
C 0.42 -0.71 0.37
H -2.13 -0.85 0.04
H -1.33 -1.08 1.61
H -2.15 0.41 1.30
H -0.07 -0.40 -1.70
H 2.28 0.97 -0.22
H 2.30 0.30 -1.95
H 0.51 -1.80 0.29
H 0.91 -0.28 1.23

No. 14
14
Properties=species:S:1:pos:R:3 method="wB97M-V/def2-TZVPD" total_charge=0 homo_lumo_gap_ev=10.919 e_above_lowest_ev=1.866 e_homo_ev=-9.87
O -1.02 1.90 0.02
C -0.78 0.62 0.55
C -1.08 -0.65 -0.31
C 0.35 -1.13 -0.02
C 1.29 -0.14 -0.62
C 0.66 0.17 0.71
H -0.19 2.20 -0.35
H -1.33 0.55 1.50
H -1.29 -0.46 -1.37
H -1.87 -1.28 0.11
H 0.64 -2.13 0.27
H 1.01 0.37 -1.53
H 2.35 -0.39 -0.55
H 1.27 0.35 1.59

No. 15
14
Properties=species:S:1:pos:R:3 method="wB97M-V/def2-TZVPD" total_charge=0 homo_lumo_gap_ev=9.496 e_above_lowest_ev=2.556 e_homo_ev=-8.72
C 1.52 -1.38 -0.69
C 1.20 0.10 -0.75
C -0.14 0.60 -0.32
C -1.20 0.10 0.27
C -2.29 0.55 0.87
O -2.30 0.96 2.16
H 0.89 -1.96 -1.37
H 2.56 -1.53 -0.97
H 1.38 -1.78 0.32
H 1.90 0.66 -0.12
H 1.36 0.48 -1.77
H -3.25 0.67 0.39
H -0.23 1.67 -0.50
H -1.39 0.86 2.48

No. 16
14
Properties=species:S:1:pos:R:3 method="wB97M-V/def2-TZVPD" total_charge=0 homo_lumo_gap_ev=10.407 e_above_lowest_ev=2.135 e_homo_ev=-9.56
C 2.68 0.37 -0.22
C 1.35 -0.15 -0.30
C 0.23 -0.58 -0.24
C -1.17 -0.72 -0.57
C -2.02 -0.10 0.55
O -1.69 1.24 0.86
H 2.64 1.21 0.48
H 3.32 -0.42 0.16
H 3.03 0.70 -1.20
H -1.27 -0.19 -1.52
H -1.40 -1.77 -0.74
H -3.05 -0.08 0.21
H -1.91 -0.73 1.44
H -0.75 1.26 1.06

No. 17
14
Properties=species:S:1:pos:R:3 method="wB97M-V/def2-TZVPD" total_charge=0 homo_lumo_gap_ev="7.694 / 8.314" e_above_lowest_ev=4.188 e_homo_ev="-7.31 / -7.50"
O 0.24 -2.45 -0.60
C 0.20 -1.09 -0.62
C -1.29 0.86 -0.83
C -0.67 1.48 0.32
C 0.35 0.91 0.98
C 0.86 -0.42 0.56
H 0.45 -2.79 0.28
H 0.30 -0.79 -1.65
H -2.28 1.27 -1.05
H -0.74 0.72 -1.75
H -1.14 2.36 0.78
H 0.75 1.30 1.91
H 1.95 -0.34 0.40
H 0.77 -1.10 1.42

No. 18
14
Properties=species:S:1:pos:R:3 method="wB97M-V/def2-TZVPD" total_charge=0 homo_lumo_gap_ev=9.768 e_above_lowest_ev=3.112 e_homo_ev=-8.89
C 0.71 -0.24 0.39
C -0.29 0.46 -0.18
C -0.66 -0.73 0.59
C 2.13 -0.31 0.56
C -1.06 1.45 -0.98
O -1.04 -1.99 0.06
H -1.21 -0.54 1.57
H 2.37 -0.14 1.60
H 2.63 0.42 -0.14
H 2.53 -1.31 0.26
H -1.56 0.82 -1.73
H -0.70 2.35 -1.28
H -1.89 1.78 -0.35
H -1.95 -2.03 -0.37

No. 19
14
Properties=species:S:1:pos:R:3 method="wB97M-V/def2-TZVPD" total_charge=0 homo_lumo_gap_ev=10.418 e_above_lowest_ev=2.956 e_homo_ev=-9.53
C -0.89 1.82 1.87
C -0.16 1.43 1.02
C -0.10 -1.55 -0.02
C 0.65 0.98 -0.05
C -0.24 -0.20 -0.82
O 0.24 -0.40 -2.14
H -1.45 1.93 2.81
H -0.79 -2.30 -0.44
H -0.54 -1.30 0.91
H 0.90 -1.96 0.25
H 1.64 0.61 0.20
H 0.82 1.78 -0.82
H -1.22 0.04 -0.79
H 1.15 -0.89 -1.98

No. 20
14
Properties=species:S:1:pos:R:3 method="wB97M-V/def2-TZVPD" total_charge=0 homo_lumo_gap_ev=10.752 e_above_lowest_ev=1.382 e_homo_ev=-9.62
C 0.16 1.21 -0.86
C -0.63 -0.06 -0.78
C -0.02 -1.40 -0.45
O 0.98 -1.15 0.52
C 0.58 -0.03 1.30
C -0.40 0.76 0.46
H 1.24 1.22 -0.97
H -0.34 2.04 -1.35
H -1.60 -0.07 -1.28
H 0.45 -1.97 -1.27
H -0.83 -2.03 -0.04
H 1.49 0.53 1.53
H 0.12 -0.36 2.25
H -1.21 1.30 0.94

no.,E (a.u.)
1,-270.44430
2,-270.44976
3,-270.43493
4,-270.39247
5,-270.41113
6,-270.37209
7,-270.47949
8,-270.41069
9,-270.48942
10,-270.39142
11,-270.51837
12,-270.46904
13,-270.34222
14,-270.48930
15,-270.46395
16,-270.47942
17,-270.40398
18,-270.44354
19,-270.44925
20,-270.50710